--- A ---
ORCA calculation (ωB97M-V with the def2-TZVPD basis set) on a cluster of 2 separate species, C3H8N3O2 in total.

Geometry (Å):
1 C -0.19 -1.12 1.44
2 C 0.13 0.42 -1.90
3 C -0.11 1.65 -0.97
4 N 1.20 0.17 0.17
5 N -0.76 -0.28 2.27
6 N 1.01 -0.34 -1.02
7 O -0.38 -2.40 1.55
8 O 0.63 1.35 0.24
9 H -0.70 -0.13 -2.07
10 H 0.74 0.84 -2.77
11 H 0.42 2.63 -1.44
12 H -1.21 1.68 -0.75
13 H -0.78 0.71 2.02
14 H -1.20 -0.67 3.09
15 H 0.07 -3.15 1.21
16 H 1.14 -1.35 -1.07

Properties
* LUMO level (spin up / spin down): -4.34 / -4.34 eV
* gap between HOMO and LUMO (spin up / spin down): 8.08 / 8.08 eV
* net charge: +1

***

--- B ---
ORCA calculation (ωB97M-V with the def2-TZVPD basis set) on a cluster of 2 separate species, C3H8N3O2 in total.

Geometry (Å):
1 C 0.20 0.60 -1.25
2 C -0.37 0.27 1.30
3 C -0.85 -1.67 2.60
4 N 1.20 1.43 -1.33
5 N -0.62 -0.97 1.32
6 N -0.31 0.06 -2.33
7 O -0.18 1.33 1.72
8 O 1.86 1.75 -2.54
9 H -0.18 -1.28 3.36
10 H -1.88 -1.55 2.92
11 H -0.64 -2.73 2.45
12 H 1.67 1.78 -0.50
13 H -0.68 -1.52 0.47
14 H -1.14 -0.51 -2.28
15 H 0.05 0.28 -3.25
16 H 1.86 2.71 -2.66

Properties
* LUMO level: -4.20 eV
* gap between HOMO and LUMO: 9.30 eV
* net charge: +1

***

It comes down to B, which is 2.235 eV more stable than the next structure.

***

--- A ---
ORCA calculation (ωB97M-V with the def2-TZVPD basis set) on the molecule C5H7NOS.

Geometry (Å):
1 S 2.23 -0.37 0.23
2 C 0.88 0.36 -0.25
3 C 0.20 1.65 0.17
4 C -1.13 1.03 -0.41
5 C -1.87 0.28 0.64
6 C -1.30 -1.18 0.59
7 O -0.82 -1.27 -0.74
8 N -0.22 -0.07 -0.90
9 H 0.58 2.57 -0.30
10 H 0.19 1.77 1.34
11 H -1.64 1.59 -1.23
12 H -1.77 0.65 1.71
13 H -2.97 0.33 0.46
14 H -0.48 -1.29 1.24
15 H -2.14 -1.92 0.73

Properties
* LUMO level: 0.26 eV
* gap between HOMO and LUMO: 8.82 eV
* SMILES string: S=C1C[C@@H]2CCON12
* net charge: 0

***

--- B ---
ORCA calculation (ωB97M-V with the def2-TZVPD basis set) on the molecule C5H7NOS.

Geometry (Å):
1 C -0.42 1.42 0.99
2 C 0.23 0.27 0.19
3 N 1.58 0.21 0.32
4 C 2.48 -0.48 0.13
5 O 3.49 -1.00 -0.06
6 C -0.28 -0.10 -1.17
7 C -0.39 -1.05 -0.14
8 S -1.97 -1.84 0.23
9 H 0.41 2.07 1.18
10 H -0.89 1.05 1.90
11 H -1.19 1.86 0.35
12 H -1.13 0.44 -1.52
13 H 0.37 -0.20 -2.04
14 H 0.28 -1.84 0.13
15 H -2.58 -0.82 -0.49

Properties
* LUMO level: 0.65 eV
* gap between HOMO and LUMO: 9.64 eV
* SMILES string: C[C@]1(N=C=O)C[C@@H]1S
* net charge: 0

***

--- C ---
ORCA calculation (ωB97M-V with the def2-TZVPD basis set) on a structure of composition C5H7NOS.

Geometry (Å):
1 C -1.84 0.27 0.10
2 C 0.00 1.08 0.45
3 C 1.14 0.60 -0.46
4 C 0.71 -0.81 -0.83
5 C -0.65 -0.25 0.90
6 H 0.37 1.84 1.21
7 H 2.07 0.59 0.13
8 H 1.29 1.27 -1.31
9 H 0.02 -0.80 -1.69
10 H 1.53 -1.45 -1.18
11 H 0.73 -1.80 0.94
12 H -0.91 -0.33 1.99
13 N 0.02 -1.39 0.35
14 O -1.19 1.41 -0.30
15 S -3.30 -0.24 -0.29

Properties
* LUMO level: 0.43 eV
* gap between HOMO and LUMO: 9.24 eV
* net charge: 0

***

It comes down to C, which is 0.697 eV more stable than the next structure.

***

--- A ---
ORCA calculation (ωB97M-V with the def2-TZVPD basis set) on a structure of composition C5H7NOS.

Geometry (Å):
1 C -2.13 -0.17 0.82
2 C -0.01 -0.02 -1.27
3 C 0.31 1.41 -0.99
4 C 1.05 -0.82 -0.62
5 C 1.64 -0.09 0.52
6 H -1.31 0.68 1.35
7 H -2.26 -1.22 1.76
8 H -3.31 0.17 0.70
9 H 0.15 -0.46 -2.39
10 H 1.00 0.19 1.36
11 H 2.06 0.98 0.42
12 H 2.53 -0.85 1.14
13 N 0.68 2.48 -0.75
14 O 1.50 -1.90 -0.93
15 S -1.90 -0.37 -1.12

Properties
* LUMO level: -0.30 eV
* gap between HOMO and LUMO: 9.51 eV
* net charge: 0

***

--- B ---
ORCA calculation (ωB97M-V with the def2-TZVPD basis set) on the molecule C5H7NOS.

Geometry (Å):
1 C 0.39 -1.99 -0.20
2 C -0.81 -1.42 -0.02
3 C -2.02 -0.86 -0.09
4 S -2.18 0.87 -0.13
5 C -0.55 1.48 -0.38
6 C 0.51 1.04 0.68
7 N 1.77 0.76 0.36
8 O 2.33 0.80 -0.78
9 H 1.15 -2.05 0.58
10 H 0.73 -2.40 -1.16
11 H -3.02 -1.21 0.00
12 H -0.75 2.55 -0.27
13 H -0.15 1.40 -1.45
14 H 0.33 0.82 1.73
15 H 2.30 0.22 1.14

Properties
* LUMO level: 0.49 eV
* gap between HOMO and LUMO: 8.90 eV
* SMILES string: C=C=CSC/C=[NH+]\[O-]
* net charge: 0

***

It comes down to B, which is 0.116 eV more stable than the next structure.

***

--- A ---
ORCA calculation (ωB97M-V with the def2-TZVPD basis set) on the ion C3H7ClN3 with charge +1.

Geometry (Å):
1 C 1.01 -2.49 -0.01
2 C 1.37 0.21 -0.25
3 C -2.03 1.06 0.68
4 N 0.10 0.61 -0.18
5 N -0.68 0.62 0.84
6 N 1.42 -1.52 -0.62
7 Cl 2.19 1.04 -1.55
8 H 0.42 -2.29 0.81
9 H 1.89 0.14 0.76
10 H -2.38 1.87 1.30
11 H -2.48 1.07 -0.36
12 H -2.56 0.20 1.03
13 H -0.12 1.20 -0.95
14 H 1.85 -1.73 -1.49

Properties
* LUMO level (spin up / spin down): -6.70 / -5.36 eV
* gap between HOMO and LUMO (spin up / spin down): 6.06 / 8.78 eV
* net charge: +1

***

--- B ---
ORCA calculation (ωB97M-V with the def2-TZVPD basis set) on the ion C3H7ClN3 with charge +1.

Geometry (Å):
1 H -3.20 1.91 -0.09
2 N -2.27 1.62 0.08
3 C -1.92 0.43 0.00
4 Cl -2.78 -1.02 0.09
5 C -0.13 0.26 -0.02
6 N 0.55 1.38 -0.07
7 N 0.31 -0.98 -0.22
8 C 1.76 -1.26 0.18
9 H -0.12 2.09 -0.04
10 H 1.57 1.41 0.07
11 H -0.20 -1.79 -0.56
12 H 1.92 -1.26 1.30
13 H 2.54 -0.52 -0.40
14 H 1.99 -2.27 -0.34

Properties
* LUMO level: -4.27 eV
* gap between HOMO and LUMO: 10.82 eV
* SMILES string: [H]/N=C(Cl)/C(N)=[NH+]/C
* net charge: +1

***

It comes down to B, which is 4.599 eV more stable than the next structure.

***

--- A ---
ORCA calculation (ωB97M-V with the def2-TZVPD basis set) on a cluster of 2 separate species, CH2Cl2N2 in total.

Geometry (Å):
1 C -1.34 0.59 0.62
2 N -2.97 -1.19 0.12
3 N -0.25 0.12 0.10
4 Cl -1.96 2.00 -0.03
5 Cl -4.35 -0.57 -0.08
6 H 0.34 -0.49 0.59
7 H 0.34 0.61 -0.63

Properties
* LUMO level (spin up / spin down): -0.36 / -0.63 eV
* gap between HOMO and LUMO (spin up / spin down): 7.65 / 7.74 eV
* net charge: 0

***

--- B ---
ORCA calculation (ωB97M-V with the def2-TZVPD basis set) on the molecule CH2Cl2N2.

Geometry (Å):
1 Cl -2.98 0.05 -0.07
2 N -1.38 -0.60 0.30
3 C -0.36 0.07 -0.16
4 N 1.34 0.26 -0.04
5 Cl 2.29 -1.14 0.04
6 H -0.38 0.73 -0.94
7 H 1.47 0.64 0.87

Properties
* LUMO level: -0.37 eV
* gap between HOMO and LUMO: 9.84 eV
* SMILES string: Cl/N=C/NCl
* net charge: 0

***

--- C ---
ORCA calculation (ωB97M-V with the def2-TZVPD basis set) on the molecule CH2Cl2N2.

Geometry (Å):
1 C -0.01 -0.36 0.17
2 N 0.70 0.62 -0.55
3 N -1.45 -0.25 0.38
4 Cl 2.37 0.93 -0.29
5 Cl -1.84 1.16 -0.41
6 H -0.07 -1.27 -0.49
7 H 0.30 -0.84 1.19

Properties
* LUMO level (spin up / spin down): -0.87 / -1.35 eV
* gap between HOMO and LUMO (spin up / spin down): 9.22 / 8.28 eV
* net charge: 0

***

--- D ---
ORCA calculation (ωB97M-V with the def2-TZVPD basis set) on a structure of composition CH2Cl2N2.

Geometry (Å):
1 C -0.19 -0.12 0.10
2 N -1.00 -0.99 0.28
3 N -0.12 1.06 -0.50
4 Cl 2.15 -0.29 0.60
5 Cl -0.91 -2.33 1.21
6 H -0.89 1.44 -1.05
7 H 0.98 1.22 -0.63

Properties
* LUMO level: -1.15 eV
* gap between HOMO and LUMO: 9.08 eV
* net charge: 0

***

It comes down to D, which is 1.702 eV more stable than the next structure.

***

--- A ---
ORCA calculation (ωB97M-V with the def2-TZVPD basis set) on a cluster of 2 separate species, CH2Cl2N2 in total.

Geometry (Å):
1 C -0.44 -0.03 0.94
2 N -0.87 0.90 0.35
3 N 1.24 -0.69 -1.99
4 Cl 0.72 0.91 -2.14
5 Cl 2.54 -0.92 -3.15
6 H 1.56 -0.60 -0.99
7 H -0.83 1.59 -0.34

Properties
* LUMO level: -0.23 eV
* gap between HOMO and LUMO: 10.04 eV
* net charge: 0

***

--- B ---
ORCA calculation (ωB97M-V with the def2-TZVPD basis set) on the molecule CH2Cl2N2.

Geometry (Å):
1 C 0.97 -1.23 -0.96
2 N 0.08 -1.76 2.34
3 N -0.02 -1.24 -1.64
4 Cl 2.63 -1.36 -0.95
5 Cl 0.30 -0.86 1.00
6 H -0.97 -2.09 2.43
7 H -0.15 -1.28 -2.70

Properties
* LUMO level (spin up / spin down): -0.48 / -0.48 eV
* gap between HOMO and LUMO (spin up / spin down): 7.86 / 7.43 eV
* net charge: 0

***

It comes down to A, which is 1.756 eV more stable than the next structure.

***

--- A ---
ORCA calculation (ωB97M-V with the def2-TZVPD basis set) on a structure of composition CH2Cl2N2.

Geometry (Å):
1 C 0.27 -0.02 0.30
2 N 1.30 -3.18 -0.41
3 N 0.93 0.57 1.17
4 Cl 2.43 -3.68 0.48
5 Cl 1.48 -0.66 2.27
6 H 0.13 -1.08 0.06
7 H -0.25 0.66 -0.29

Properties
* LUMO level (spin up / spin down): -1.18 / -1.19 eV
* gap between HOMO and LUMO (spin up / spin down): 8.59 / 8.56 eV
* net charge: 0

***

--- B ---
ORCA calculation (ωB97M-V with the def2-TZVPD basis set) on the molecule CH2Cl2N2.

Geometry (Å):
1 N -0.29 -0.13 1.21
2 C -0.05 0.13 -0.22
3 Cl 0.14 1.82 -0.53
4 N -0.02 -0.81 -1.04
5 Cl 0.22 -0.46 -2.69
6 H -0.14 -1.10 1.45
7 H 0.12 0.56 1.82

Properties
* LUMO level: 0.76 eV
* gap between HOMO and LUMO: 10.56 eV
* SMILES string: N/C(Cl)=N/Cl
* net charge: 0

***

It comes down to B, which is 4.815 eV more stable than the next structure.